[1]
Here is a 8-piece molecular cluster, C16H34N2O27S6 overall from OMol25. Energies are from wB97M-V/def2-TZVPD.

## Properties
E_HOMO: -9.331 eV
HOMO-LUMO gap: 9.61 eV
SMILES: C[N+](=O)[O-].O=S1(=O)OCCO1.O=S1(=O)OCCO1.O=S1(=O)OCCO1.O=S1(=O)OCCO1.O=S1(=O)OCCO1.O=S1(=O)OCCO1.CN(C)C=O
ΔE to the lowest compared entry with this formula, charge and spin: 73.7 kcal per mole

Geometry (Å):
1 C -2.05675 10.06765 -2.14134
2 N -2.95921 9.27258 -3.02284
3 O -2.63578 9.12861 -4.18801
4 O -3.85029 8.73669 -2.51191
5 H -1.49475 9.39586 -1.49252
6 H -2.66934 10.84640 -1.68705
7 H -1.42244 10.67577 -2.78626
8 C 5.13839 9.65875 -7.00017
9 C 6.46291 9.05254 -6.74478
10 O 6.12737 7.69101 -6.42293
11 S 4.88322 7.68699 -5.36483
12 O 5.50510 8.07646 -4.09419
13 O 4.04380 6.47438 -5.51911
14 O 4.25281 9.06252 -6.06679
15 H 4.71311 9.70348 -8.00279
16 H 5.33341 10.64899 -6.58847
17 H 7.11928 9.43725 -5.96422
18 H 7.10176 9.09786 -7.62678
19 C 1.36178 0.18574 -2.48999
20 C 1.92567 0.69038 -1.15211
21 O 0.88981 1.23498 -0.37487
22 S -0.41006 1.67551 -1.34846
23 O -0.01876 2.97821 -1.85358
24 O -1.67993 1.45203 -0.62414
25 O -0.06788 0.35518 -2.28556
26 H 1.64275 -0.86664 -2.53076
27 H 1.81777 0.71812 -3.32470
28 H 2.56808 1.55368 -1.32566
29 H 2.42130 0.00757 -0.46202
30 C -6.42773 -4.92772 -2.56775
31 C -4.99154 -4.53290 -3.01602
32 O -4.43051 -5.69612 -3.60253
33 S -5.48202 -7.05579 -3.55468
34 O -4.83875 -8.21125 -2.87002
35 O -6.11304 -7.22072 -4.84230
36 O -6.52574 -6.28578 -2.44862
37 H -7.12389 -4.67213 -3.36658
38 H -6.61780 -4.47350 -1.59530
39 H -4.42371 -4.20804 -2.14417
40 H -4.87196 -3.77527 -3.79050
41 C 8.02480 -4.68978 5.69878
42 C 7.12662 -4.50628 4.49221
43 O 5.84338 -4.99776 4.76160
44 S 5.74137 -5.48882 6.28469
45 O 6.05635 -6.96208 6.32148
46 O 4.47948 -4.99852 6.94920
47 O 7.07066 -4.55895 6.63908
48 H 8.85575 -4.00522 5.86906
49 H 8.39641 -5.71127 5.61774
50 H 7.56075 -5.09211 3.68200
51 H 7.06033 -3.48174 4.12611
52 C 3.06909 -10.75859 0.23108
53 C 3.63558 -10.22006 1.55991
54 O 2.83028 -9.05992 1.79830
55 S 2.48848 -8.32469 0.32916
56 O 3.72183 -7.60520 -0.14209
57 O 1.18322 -7.56146 0.20700
58 O 2.42925 -9.75687 -0.45418
59 H 2.41024 -11.60892 0.40703
60 H 3.69984 -11.18073 -0.55126
61 H 4.65035 -9.89952 1.32412
62 H 3.74222 -10.91766 2.39063
63 C -11.40467 3.23870 -1.16948
64 C -9.97692 2.56686 -1.07282
65 O -10.31259 1.21743 -1.03469
66 S -11.91999 0.79820 -1.35552
67 O -12.47546 -0.13662 -0.30161
68 O -12.20359 0.44056 -2.76084
69 O -12.39183 2.32541 -1.01445
70 H -11.63908 3.87050 -2.02620
71 H -11.39837 3.87224 -0.28253
72 H -9.41183 2.73388 -0.15583
73 H -9.48226 2.84589 -2.00317
74 C 1.20240 1.24907 8.35112
75 O 1.89033 0.59031 9.06788
76 N 1.61438 1.78745 7.19460
77 C 0.81129 2.93087 6.53047
78 C 2.89045 1.62533 6.51426
79 H 0.14425 1.48571 8.54222
80 H 0.64379 2.68017 5.48300
81 H 1.34057 3.88355 6.54936
82 H -0.13597 2.97188 7.06817
83 H 3.38348 2.59655 6.55595
84 H 3.55259 0.95586 7.06333
85 H 3.00591 1.21663 5.51040

Löwdin atomic charge list, values in e, 4 entries: 0.0411, -0.4928, 0.0560, 0.1027



[2]
Here is a 3-piece molecular cluster, C16H34N5O9P overall from OMol25. Energies are from wB97M-V/def2-TZVPD.

## Properties
E_HOMO: -9.138 eV
HOMO-LUMO gap: 9.53 eV
SMILES: CCOCCO[C@]1(CC(=O)O)OC(=O)[C@H](CCOCC)[C@@H]1[PH2]=N.NC(N)=O.NC(N)=O

Geometry (Å):
1 C 2.83960 -0.01032 2.76391
2 C 3.74775 0.22413 1.56338
3 O 3.08902 0.25025 0.29964
4 C 2.17597 -0.79538 0.09601
5 C 1.93385 -0.91981 -1.39842
6 O 0.75510 -1.72202 -1.59138
7 C -0.33115 -1.17864 -2.25708
8 C -0.16758 -1.18380 -3.80693
9 C 0.07051 0.18213 -4.41515
10 O -0.66034 0.66505 -5.23522
11 O 1.21398 0.79358 -3.99762
12 O -0.60997 0.18403 -1.85623
13 C -1.95653 0.29074 -1.58037
14 O -2.58644 1.24586 -1.92180
15 C -2.34029 -0.98874 -0.87070
16 C -1.79347 -0.90882 0.57009
17 C -2.70874 -0.14235 1.51841
18 O -2.91171 1.20251 1.14151
19 C -2.03803 2.13558 1.76924
20 C -1.68483 3.26398 0.79932
21 C -1.60816 -1.96174 -1.81411
22 P -1.36336 -3.68856 -1.26903
23 N -1.20870 -3.97228 0.26552
24 H 3.30608 0.43730 3.63905
25 H 1.86194 0.46065 2.62114
26 H 2.65914 -1.07002 2.95771
27 H 4.20226 1.21091 1.66759
28 H 4.55396 -0.51882 1.54604
29 H 1.21573 -0.63120 0.59609
30 H 2.57294 -1.75081 0.47070
31 H 2.76735 -1.45283 -1.86424
32 H 1.86163 0.04890 -1.88083
33 H -1.08537 -1.53706 -4.26774
34 H 0.67638 -1.82543 -4.06630
35 H 0.97934 1.70051 -3.75048
36 H -3.41667 -1.14839 -0.82646
37 H -0.80199 -0.45397 0.60400
38 H -1.68318 -1.91459 0.97520
39 H -3.68211 -0.63971 1.57478
40 H -2.26707 -0.20642 2.52114
41 H -1.12696 1.62784 2.10074
42 H -2.54794 2.55436 2.64412
43 H -1.90356 2.94994 -0.22122
44 H -2.26746 4.16594 0.99486
45 H -0.62659 3.52317 0.85524
46 H -2.21879 -2.05519 -2.71881
47 H -0.31271 -4.16603 -2.06860
48 H -2.50589 -4.29536 -1.82080
49 H -0.33068 -4.42792 0.48275
50 C -4.57631 4.61525 -3.32961
51 O -5.33059 5.41166 -3.86126
52 N -4.82550 3.27388 -3.27909
53 N -3.40448 5.00010 -2.73087
54 H -4.20492 2.61862 -2.83931
55 H -5.67079 2.94670 -3.70488
56 H -3.18097 5.97628 -2.74599
57 H -2.77514 4.35411 -2.29271
58 C 5.28715 -1.79278 5.10795
59 O 5.30304 -0.79594 4.40797
60 N 5.13242 -1.73147 6.46573
61 N 5.41784 -3.05278 4.58866
62 H 5.11425 -2.53853 7.05854
63 H 5.03457 -0.82168 6.87454
64 H 5.53730 -3.12896 3.59666
65 H 5.40583 -3.88554 5.14505

Löwdin atomic charge list, values in e, 4 entries: -0.0919, -0.2507, -0.1379, -0.2034



[3]
Here is C16H34OP2V as an isolated structure from OMol25. Energies are from wB97M-V/def2-TZVPD.

## Properties
<S²>: 3.772
E_HOMO (alpha / beta): -4.400 / -4.382 eV
Multiplicity: 4
HOMO-LUMO gap (alpha / beta): 4.60 / 4.18 eV
ΔE to the lowest compared entry with this formula, charge and spin: 64.2 kcal per mole

Geometry (Å):
1 P 2.23871 0.93024 1.29513
2 P 0.53946 0.16802 -2.37937
3 C 2.81666 0.79072 -0.46524
4 C 1.90277 1.17186 -1.68410
5 H 3.23228 -0.22076 -0.61265
6 H 3.69607 1.45307 -0.54096
7 H 1.55504 2.21744 -1.59572
8 H 2.56917 1.16960 -2.56641
9 C 1.19151 -1.22418 -3.33241
10 H 0.37434 -1.86792 -3.68064
11 H 1.86755 -1.82507 -2.71470
12 H 1.72713 -0.83598 -4.20161
13 C -0.10839 1.30068 -3.65592
14 H 0.65710 1.36478 -4.44548
15 H -0.26644 2.30626 -3.23219
16 H -1.04916 0.93381 -4.09930
17 C 3.55314 0.17345 2.26918
18 H 3.20891 -0.02849 3.29503
19 H 4.38891 0.88701 2.29585
20 H 3.87971 -0.75838 1.78726
21 C 2.38542 2.72686 1.59269
22 H 1.92633 3.28753 0.76146
23 H 3.45303 2.98103 1.66513
24 H 1.87763 3.00716 2.52928
25 V -2.28427 -3.09925 2.19637
26 C -1.48998 0.26802 -1.41574
27 C -0.42371 -0.74005 -1.29512
28 C 0.45255 -1.15491 -0.05272
29 C 0.13312 -0.81575 1.39276
30 C 0.61026 0.60511 1.95680
31 C -0.40541 1.61691 1.67272
32 C -0.73087 1.88628 0.30184
33 C -1.94354 1.12833 -0.32416
34 C -3.10741 -1.11313 2.43456
35 H -2.14094 0.20343 -2.28493
36 H -0.65075 -1.68889 -1.82263
37 H 1.49520 -0.84696 -0.23780
38 H 0.58713 -2.24899 -0.13537
39 H -0.93230 -0.97221 1.61663
40 H 0.65066 -1.58226 2.00426
41 H 0.71226 0.51375 3.06206
42 H -0.72358 2.30915 2.44483
43 H 0.16239 1.54406 -0.24951
44 H -0.84533 2.97072 0.12047
45 H -2.51777 0.59099 0.44611
46 H -2.63331 1.89749 -0.72549
47 H -4.08109 -1.06077 1.94440
48 H -2.64644 -0.12447 2.41164
49 H -3.16772 -1.45370 3.49336
50 C -4.39107 -3.72567 0.53770
51 O -3.10550 -4.07639 1.05066
52 H -4.67845 -4.49628 -0.17115
53 H -4.37037 -2.76377 0.01980
54 H -5.15065 -3.67953 1.32333

Löwdin atomic charge list, values in e, 4 entries: 0.9285, 0.8290, -0.3152, -0.2867